ORCA calculation (the ωB97M-V functional and the def2-TZVPD basis) on a structure of composition C50H53As2CuN2SSb.

Atoms and positions in Å:
C (-5.6051, 2.4359, -4.1163)
Sb (-2.6394, 2.4026, 0.4360)
S (2.4832, -0.7285, 1.8040)
H (2.0200, 3.6586, -2.4077)
H (-0.6227, 6.3719, 2.9628)
C (1.1520, 4.9085, 0.4716)
C (1.1333, -1.2457, 2.9115)
C (-4.3202, 1.3034, -1.8942)
C (5.3515, 2.8783, 1.0907)
C (0.8221, 3.5770, 0.6980)
H (-2.6176, -2.9975, -1.2838)
H (2.0017, -0.1600, -4.9619)
C (-6.3384, 4.6501, 0.9776)
H (-1.5790, 5.1313, 0.0705)
H (0.9149, 6.9398, 1.1166)
N (-0.4511, -1.3081, 0.9661)
H (1.2599, -0.6839, 3.8365)
C (-4.3882, -0.2073, -2.0752)
C (-1.9697, 5.5011, -3.2479)
C (-5.0719, 2.4750, 2.1680)
C (1.1972, -1.7284, -6.1648)
C (-0.2318, -2.7253, 0.6200)
H (-1.9124, -1.5837, -3.8774)
H (0.1545, -3.2826, -7.2123)
H (1.3059, -2.2891, 3.1712)
H (-4.6271, 4.7836, -0.3008)
H (-6.2459, -2.6438, -3.5155)
H (-1.1979, 4.0068, 3.4078)
H (-6.8195, 2.3189, 3.3993)
C (5.5657, 1.3244, -0.7294)
C (-4.4291, -2.9769, -2.4279)
C (-1.6160, 5.8143, -1.9457)
H (2.4878, -3.1158, 1.5965)
C (1.2421, 2.9161, -2.2261)
C (-0.9953, -2.5227, -5.5690)
H (-2.6316, 1.3228, -3.1942)
H (-6.8337, 5.5002, 0.5280)
C (-1.0372, -1.6196, -4.5182)
Cu (0.9383, -0.0993, -0.1472)
C (-4.3072, 2.1606, -4.2143)
H (1.6471, -1.8407, -1.9637)
H (4.0674, -2.4373, 1.3036)
C (-5.6567, 1.9623, -1.7339)
C (0.3966, -2.8795, -0.7619)
C (-6.3314, 2.8573, 2.5985)
C (6.1434, 2.0691, 0.2915)
H (-1.1665, 6.7691, -1.7052)
H (7.2100, 2.0163, 0.4625)
H (-7.9349, 4.2556, 2.3525)
H (0.4196, -3.1605, 1.3741)
C (0.6404, 5.9077, 1.2919)
H (-7.2413, 2.9247, -2.7191)
H (3.7544, 0.7865, -1.7309)
C (3.0094, -2.3169, 1.0735)
H (0.6747, -3.9280, -0.9153)
C (3.4018, 2.2134, -0.1514)
C (-0.0184, 3.2586, 1.7671)
H (3.5946, -1.7828, -0.9150)
C (-6.2501, 2.4976, -2.8013)
C (-5.0926, 4.2556, 0.5220)
H (-3.8217, 2.0885, -5.1790)
H (-2.8650, 4.0859, -4.5568)
H (2.2364, 1.3365, -3.3273)
H (-4.4515, -4.0503, -2.5597)
H (1.8161, 5.1759, -0.3419)
N (1.5412, -1.9790, -0.9647)
H (0.2761, 3.4276, -2.2187)
C (4.1979, 1.3885, -0.9438)
H (-0.3402, -2.6203, -1.5265)
C (-6.9572, 3.9474, 2.0059)
H (-0.9719, -1.6180, 3.0132)
C (-3.3994, -2.3820, -1.7121)
H (-0.5670, 0.0298, 2.5390)
H (-1.1641, -3.2948, 0.6596)
As (-0.1223, 0.4543, -2.7992)
C (-0.2257, 5.5898, 2.3297)
C (-3.3783, -1.0058, -1.5455)
H (6.1824, 0.6943, -1.3570)
As (1.4892, 2.1565, -0.4373)
C (-4.4550, 3.1598, 1.1136)
H (1.0142, 2.1795, -4.2599)
H (3.0576, -3.4521, -0.7346)
H (-6.2060, 2.6000, -5.0010)
C (-5.4223, -0.8107, -2.7808)
C (0.0362, -0.7525, -4.2872)
H (-1.8347, -3.1820, -5.7474)
C (-0.2928, -1.0164, 2.3975)
H (2.0670, -1.7739, -6.8067)
C (-1.8533, 4.8836, -0.9489)
C (-2.4370, 3.6521, -1.2428)
C (-3.4635, 1.9957, -2.9668)
C (2.8444, -2.4174, -0.4412)
H (-4.5779, 1.6365, 2.6479)
C (-0.5587, 4.2627, 2.5717)
H (-2.5569, -0.5381, -1.0082)
C (-5.4359, -2.1873, -2.9626)
H (5.7988, 3.4562, 1.8884)
H (-6.2214, -0.2061, -3.1870)
H (3.3759, 3.5894, 1.5049)
C (1.1574, -0.8193, -5.1198)
H (-6.1564, 1.9149, -0.7740)
C (0.1214, -2.5782, -6.3920)
C (-2.5754, 4.2864, -3.5351)
H (-0.2100, 2.2172, 1.9990)
C (-2.8360, 3.3334, -2.5491)
C (3.9810, 2.9528, 0.8716)
H (-1.7919, 6.2088, -4.0467)
C (1.2497, 1.7996, -3.2638)
H (-3.7812, 1.3550, -0.9066)
H (-1.3824, -1.0284, 0.6792)

Atoms 1-6, force components in eV/Å:
0.0 0.0 0.0
-0.1 -0.2 -0.2
0.0 0.0 0.0
0.0 0.0 0.0
0.0 0.0 0.0
0.0 0.0 0.0

Kohn-Sham gap (spin up / spin down) = 4.80 / 5.84 eV
Multiplicity = 2
Net charge = +2
Relative energy (zero: lowest compared OMol25 entry of this formula, charge and spin) = 0.582 eV

Löwdin population analysis, charges in e, atoms 1 to 2: -0.054 1.678

=====

ORCA calculation (the ωB97M-V functional and the def2-TZVPD basis) on a structure of composition C50H53BiFGeN9O5P2SSe2.

Atoms and positions in Å:
O (1.0720, 1.6701, -3.3813)
H (7.4127, -3.8767, -3.1150)
H (-4.1479, -0.8335, -4.2601)
Bi (3.6745, -0.9678, 0.4181)
O (3.1914, -0.1681, 4.3587)
H (-5.6659, 5.6065, -1.6161)
H (1.5736, 0.9543, -2.9035)
O (5.3624, -1.1541, 1.9839)
C (-4.0653, -3.9512, 0.8282)
N (3.1945, -8.8328, 0.4540)
N (0.2994, 0.4021, -0.2367)
C (5.0726, -2.4347, -0.6260)
N (1.5588, -6.2969, 3.6092)
C (-1.8621, 4.5008, 2.9231)
H (0.7246, 0.4350, 3.8644)
H (1.1784, 2.4045, -2.7192)
C (3.2627, -8.3293, 1.4803)
C (4.0310, 3.8208, 0.6470)
H (-3.8575, 4.2918, -2.9994)
H (4.8091, 3.3865, 0.0642)
C (-2.0200, -2.2498, -5.2279)
H (-7.1799, -2.0537, -1.4101)
C (-1.9058, -3.2145, -3.0448)
H (5.7412, 1.8640, 1.3339)
C (1.0250, 1.3540, 3.4225)
H (4.1345, -5.4195, -1.2620)
H (2.9454, -1.6088, -2.9459)
C (2.6589, 2.7203, 2.3921)
H (-2.3330, -2.2746, -6.2763)
H (0.8033, -4.5707, 4.0039)
H (4.2653, -5.5346, -2.9867)
C (-2.2438, -4.0931, 2.4226)
C (5.6867, -0.2042, 2.7608)
H (-6.2799, 4.7580, 0.6358)
H (-3.6484, -2.8973, -0.9965)
H (-2.0316, 6.6055, 3.0731)
C (2.3562, 1.6088, 3.1117)
C (4.6705, 0.8949, 2.8178)
C (-3.2812, -3.2186, -0.0306)
C (-0.8266, -0.3570, -0.2757)
C (4.8483, 1.9198, 1.9181)
H (3.1615, 3.7190, 0.0276)
C (2.3749, -7.0668, 3.3108)
F (-1.2316, 1.9141, 3.3796)
H (-4.3125, -4.7426, 2.7894)
H (-0.3960, -3.1586, 1.7758)
C (-0.8623, 4.5249, 0.8466)
H (6.4234, -3.3659, -4.3394)
C (-5.1953, 4.7429, -1.2326)
C (4.5321, -8.3064, 3.5528)
N (-0.5835, 4.5202, 2.2945)
P (-3.5785, 0.6598, 0.3910)
C (3.9272, -4.8895, -2.2243)
H (-3.5597, 5.7460, 3.1595)
H (-5.0868, -4.0754, 0.5783)
C (-5.5825, -0.9072, -0.6139)
C (4.5127, 5.2903, 0.8769)
C (3.3874, 0.6519, 3.4591)
C (-4.2500, 4.0352, -1.9851)
O (0.6493, -3.5825, 4.0475)
H (-1.7066, 5.7849, -0.5961)
C (-5.5465, 4.2349, 0.0441)
C (-1.9126, -3.0070, 0.2772)
H (1.9319, 4.6796, 1.8242)
H (-2.5824, -4.3034, -4.8165)
H (4.3540, 5.7778, -0.0647)
H (-2.8200, 2.4533, -2.0308)
H (-6.3449, -2.0351, -3.7519)
H (0.1188, 4.3758, 0.2279)
H (5.2345, -3.2594, 0.1661)
S (3.9871, 1.0569, -0.8315)
H (-2.5282, 3.6686, 2.5846)
Se (1.1257, -3.0500, -0.8852)
C (-4.5543, -0.8437, -3.2151)
H (1.5232, -3.2605, 3.6799)
H (3.9297, 5.8246, 1.5889)
H (4.4345, -0.8976, -3.3232)
N (-2.7714, 6.0424, 1.1298)
C (-1.4113, 5.8756, 0.4771)
C (1.6742, 3.7358, 2.2937)
O (6.7138, -0.1985, 3.4632)
C (6.5971, -3.1793, -3.2747)
H (2.8496, -4.7703, -2.3352)
C (-2.1871, -3.3527, -4.4038)
N (5.5060, -8.5140, 4.1197)
C (3.8986, -1.8066, -3.4440)
C (-2.6145, 5.8066, 2.6152)
N (0.0066, 1.6227, 0.1977)
C (-3.8510, -0.2909, -2.1732)
H (-6.0910, -0.8072, 0.3244)
C (-3.5429, -4.3716, 2.0988)
C (-1.3927, -2.0388, -2.5478)
Se (-4.4420, 0.4137, 2.2569)
H (5.9615, -1.8476, -0.5444)
C (-3.6081, 2.9241, -1.4143)
N (3.9000, 2.9174, 1.8025)
C (-1.8435, 0.5480, 0.1912)
C (-6.2727, -1.4963, -1.6396)
Ge (4.8434, -3.1722, -2.4099)
C (-1.4652, -1.0860, -4.7018)
H (-1.7313, 4.5377, 3.9883)
H (7.0433, -2.1673, -3.1718)
C (0.3754, 3.5042, 2.6231)
H (-1.6060, 3.7714, 0.5428)
P (-0.7249, -2.1395, -0.8407)
H (-5.1422, 2.8420, 1.5383)
H (-3.0427, 7.0035, 0.9435)
H (-1.8938, -4.3627, 3.4155)
C (-4.3889, -0.2769, -0.9069)
H (-2.8442, 0.0999, -2.3691)
H (-3.4759, 5.3049, 0.6125)
C (-1.4245, -3.3806, 1.4986)
H (5.5903, 5.2534, 1.1901)
H (-0.5076, -0.1342, -3.0584)
H (-0.7794, 6.7424, 0.6699)
H (3.8374, -2.0124, -4.5167)
H (-2.1066, -3.9939, -2.3368)
N (-1.2794, 1.7097, 0.4297)
C (-3.9669, 2.4375, -0.2394)
H (-1.3059, -0.2030, -5.3468)
C (3.3698, -7.9395, 2.8152)
C (-0.9965, -1.0028, -3.3911)
C (-4.9078, 3.1248, 0.5439)
C (0.0701, 2.2374, 3.0685)
C (-5.7970, -1.4748, -2.9654)

Atoms 1-6, force components in eV/Å:
0.7 0.2 1.6
-0.1 -0.3 0.9
-0.3 0.0 1.2
-0.3 -0.6 0.1
0.1 -0.2 -0.7
-0.5 0.8 -0.4

Kohn-Sham gap = 4.03 eV
Net charge = -2

Löwdin population analysis, charges in e, atoms 1 to 2: -0.135 0.000

=====

ORCA calculation (the ωB97M-V functional and the def2-TZVPD basis) on a structure of composition C50H53F5IrN4OP3SbSe4.

Atoms and positions in Å:
H (-3.5175, 5.0145, -0.4361)
H (-2.3656, 6.3172, -0.7930)
Sb (2.4566, -2.6881, -3.1719)
C (3.3135, 3.7728, -0.3610)
C (-1.7574, 4.3239, -1.4608)
Se (1.0946, -4.1380, -4.4871)
N (-1.1221, 2.0938, -4.3199)
Ir (1.7061, -0.9359, -0.1924)
H (-5.8659, 0.0728, -2.8690)
H (-2.2479, -0.4528, -4.4071)
C (4.0014, 2.6738, -0.8362)
H (4.5106, -5.4099, 3.5680)
H (-4.5854, -1.0510, -4.4347)
C (3.6968, 0.3617, 2.5464)
N (0.8127, -2.4478, 3.3355)
H (1.2952, 3.1994, -6.2769)
H (2.9862, -3.4815, 3.6478)
H (6.8051, 1.4468, 3.3481)
H (-1.5814, -4.3013, -3.1930)
H (-5.2521, -0.9448, -1.5667)
H (2.1375, -1.1000, 4.2547)
H (-1.3822, 3.8052, -0.5811)
C (3.6436, 2.6436, 3.3512)
H (-1.8323, -3.7118, 7.7384)
C (4.9906, -2.4853, 1.1019)
H (0.2964, -0.8128, 5.4236)
C (-2.7684, -0.4055, -3.4528)
C (3.9552, -2.4383, 2.0390)
C (0.3231, -2.9133, 2.0436)
C (-1.3454, -0.5797, 1.6965)
H (-0.0619, 4.1931, -5.7066)
F (0.3927, 2.2126, 0.9972)
H (-3.7501, -5.0009, -2.1564)
C (0.2985, 2.4440, -4.4889)
Se (1.1930, -0.5668, -2.5562)
H (6.6589, -3.5804, 0.3450)
H (-2.6085, 2.7710, -5.6823)
C (-1.2967, -2.6678, -0.2507)
P (2.7618, -1.0780, 1.8974)
O (-0.8238, 1.5526, -1.7935)
N (-3.1090, 0.9856, -3.0835)
C (2.0768, 3.5746, 0.2211)
C (-1.6990, 0.6773, 1.2209)
C (3.4309, 1.4177, -0.7287)
C (-2.5276, -3.0329, 0.3115)
C (-2.8012, 5.3923, -1.1705)
H (-1.0793, 2.8459, -7.5153)
C (-0.3903, -4.0516, 4.6870)
C (5.6954, -4.6107, 1.9677)
H (-3.2802, 4.1320, -4.1763)
H (-2.8218, -2.6672, 1.2816)
C (-0.9961, -3.1328, -1.5209)
C (-3.4735, 5.5569, -2.5339)
H (-1.4729, -5.3900, 5.9442)
H (5.6504, -0.5380, 2.5151)
H (0.6568, 3.0428, -3.6513)
C (-3.5033, 4.1299, -3.1065)
C (-1.0894, -4.3831, 5.8330)
C (1.5918, -1.2286, 3.3193)
C (-3.2232, 0.9710, 3.0622)
Se (4.6531, -2.2493, -3.9204)
H (-4.4858, 3.6640, -2.9785)
H (5.5381, 3.5068, 3.8786)
H (-3.3505, -0.6804, 4.4346)
C (0.3034, 3.1687, -5.8265)
C (-1.2849, -3.4489, 6.8429)
C (4.6605, -4.5806, 2.8881)
C (-3.4034, -3.8644, -0.3656)
C (-4.0451, 0.8229, -1.9592)
C (3.7949, -3.4940, 2.9286)
H (-4.4687, 5.9980, -2.4796)
C (-4.1237, -1.1073, -3.4480)
F (4.1769, 0.3883, -1.1697)
C (-3.0713, -4.3417, -1.6276)
C (-1.9616, -1.0608, 2.8555)
C (-4.9577, -0.3233, -2.4130)
H (-1.2625, 1.0341, 0.2985)
N (-2.4964, 3.4039, -2.3282)
C (5.7312, 1.4762, 3.2135)
H (-2.2530, 1.0524, -5.7940)
H (-3.5030, 0.5408, -1.0465)
P (-0.1600, -1.6140, 0.7586)
H (-2.9064, 2.4209, 1.5140)
C (2.1949, 1.1608, -0.1590)
P (-1.7959, 1.9760, -2.8224)
C (5.8661, -3.5539, 1.0811)
H (-3.9437, 1.5779, 3.5977)
H (1.0963, -3.4818, 1.5205)
C (-1.8054, 2.0319, -5.6174)
C (-1.8712, -3.9666, -2.2042)
F (5.2134, 2.8366, -1.3769)
H (6.3551, -5.4680, 1.9205)
C (-0.7613, -2.1759, 6.6825)
F (1.4100, 4.6228, 0.7344)
H (-4.0135, -2.1576, -3.1854)
C (5.0222, 2.6272, 3.5143)
F (3.8498, 4.9969, -0.4293)
C (-2.8887, -0.2894, 3.5359)
H (-0.0783, -2.8446, -2.0065)
C (5.0748, 0.3491, 2.7357)
H (3.0734, 3.5345, 3.5844)
H (-4.5803, 1.7513, -1.7611)
H (-2.1056, -0.8429, -2.7000)
H (-1.7220, -2.0368, 3.2488)
H (1.9125, 1.5539, 2.7623)
Se (2.3130, -3.2538, -0.7544)
H (-4.3471, -4.1349, 0.0931)
C (-0.6955, 2.3386, -6.6302)
H (-0.2182, 1.4093, -6.9473)
C (-2.6355, 1.4457, 1.9006)
H (0.9435, -0.3448, 3.1944)
H (-0.8942, 4.7722, -1.9735)
H (-0.2218, -4.7996, 3.9227)
H (0.9151, 1.5446, -4.5345)
H (5.0898, -1.7009, 0.3590)
C (-0.0686, -1.8244, 5.5332)
C (1.5606, 2.2928, 0.3143)
H (-0.5142, -3.5891, 2.2031)
C (2.9890, 1.5209, 2.8742)
C (0.1171, -2.7569, 4.5077)
H (-2.8550, 6.1982, -3.1655)
H (-0.9059, -1.4301, 7.4549)

Atoms 1-6, force components in eV/Å:
0.0 0.0 0.0
0.0 0.0 0.0
-0.3 0.0 -0.7
-0.1 -0.1 0.1
0.0 0.0 0.0
-0.3 -0.3 -0.2

Kohn-Sham gap = 5.68 eV
Net charge = -1
Relative energy (zero: lowest compared OMol25 entry of this formula, charge and spin) = 0.672 eV

Löwdin population analysis, charges in e, atoms 1 to 2: 0.109 0.108

=====

ORCA calculation (the ωB97M-V functional and the def2-TZVPD basis) on a structure of composition C50H53N4S2Ti.

Atoms and positions in Å:
N (-1.3448, 0.5946, -0.5387)
H (1.7155, -1.5595, -3.6673)
N (2.2206, -0.6842, 1.2584)
C (0.9739, -2.5869, 0.3965)
H (-3.8775, -3.4473, 2.4710)
H (-0.1905, -3.8953, 2.0786)
H (7.3056, 3.9210, -4.0141)
C (-1.6499, 2.5523, -3.6880)
H (0.5728, 4.4069, 1.7426)
H (-0.2486, -4.6399, -3.2057)
C (2.9994, 2.3074, -2.3794)
S (4.9374, 3.4280, -4.0195)
S (-5.5757, -0.7628, 0.3324)
H (5.3152, 2.0923, -0.6720)
C (0.0247, 1.5024, 2.1253)
C (1.9973, 2.8512, -3.1948)
C (0.9619, -1.4067, -2.8957)
H (-3.1070, -2.3202, 3.5514)
H (-0.1065, 3.5865, -4.6953)
C (4.1515, 0.6888, 2.3733)
H (4.8498, 1.5486, 4.2207)
C (5.5879, 0.5441, 1.8185)
Ti (0.4635, 0.0484, 0.4119)
C (-2.1696, 0.7881, 2.8643)
H (-2.4007, 3.6328, 1.0536)
C (-7.0992, -1.0734, -0.3625)
H (-3.9191, -1.7272, 2.0991)
H (4.8653, -1.9997, 2.7529)
H (-7.8726, -1.5253, 0.2271)
H (-1.6700, -4.8288, 1.8065)
C (4.2530, 0.6940, 3.9122)
H (1.2448, -3.9634, -3.8437)
C (-1.2618, -3.9320, 2.2673)
C (0.5108, -3.8785, -3.0464)
C (-0.7908, 0.6200, 2.8891)
H (-2.8502, -0.3484, 0.5184)
C (6.6361, 2.9830, -2.1497)
H (6.1801, 1.4149, 2.0867)
H (-0.8229, -1.1825, 4.0689)
H (3.2745, 0.7665, 4.3820)
H (0.8914, -3.6585, 0.2199)
H (-2.4180, 2.8416, -4.3885)
N (0.0272, -1.7666, -0.0372)
C (-1.9856, -2.6809, 1.7405)
H (4.3598, 2.7764, 1.8569)
C (5.4251, 2.4951, -1.6614)
H (3.2877, -3.8413, 1.6636)
H (-4.1186, -3.6522, 0.3133)
H (-1.4013, -4.0209, 3.3426)
C (-2.1702, -2.7614, 0.2325)
H (6.0970, -0.3155, 2.2397)
C (-2.0222, 1.7254, -2.5815)
H (-8.0448, -0.7739, -2.2727)
H (-4.4370, -3.6925, -2.1075)
C (-1.2499, -2.5063, -2.0295)
C (6.5201, 3.5023, -3.4154)
H (-0.2767, 4.3320, 0.2123)
C (-2.7654, 1.8490, 2.1806)
H (-1.3541, -1.7928, 1.9495)
C (0.3304, 1.6892, -1.8757)
H (7.5641, 2.9546, -1.6057)
C (3.3901, -0.5424, 1.9421)
C (2.5798, 1.3872, -1.3891)
C (-2.6085, 0.2079, -0.3792)
C (-2.4751, -2.9535, -2.5280)
C (3.1524, -2.7759, 1.6563)
H (4.7410, -0.2014, 4.2823)
H (-0.0078, 0.1733, 4.8044)
H (-0.5781, -2.3199, -4.0271)
H (-2.7963, 0.1233, 3.4414)
H (1.0095, -4.0754, -2.1000)
H (0.8062, -0.7260, 3.5193)
C (-4.9800, -0.0509, -1.1510)
C (-3.3208, 1.2623, -2.4070)
H (1.1991, 3.3750, 0.4589)
C (-4.2362, 2.0401, 2.2169)
H (-2.5981, -3.0560, -3.5971)
C (-7.1666, -0.6662, -1.6639)
H (3.0846, 1.9730, 0.9445)
C (-1.0324, 1.3358, -1.6392)
C (-3.3042, -2.5265, 2.5024)
H (2.2614, 3.4987, -4.0182)
H (1.0820, 1.5635, 2.4008)
C (-0.3732, 2.9577, -3.8616)
C (-3.5103, -3.3224, -1.6943)
C (0.2818, 3.7341, 0.9302)
C (3.9566, -1.8183, 2.2148)
C (-3.6503, 0.4672, -1.3017)
H (-4.0750, 1.5355, -3.1268)
C (-0.1634, -0.3453, 3.8538)
H (1.4808, -1.4545, -1.9302)
C (-5.9751, -0.0879, -2.1144)
N (1.3037, 1.1301, -1.1021)
H (-5.8457, 0.2491, -3.1264)
C (-1.9477, 2.7680, 1.5145)
C (-1.1389, -2.3359, -0.6360)
C (-3.3342, -3.2749, -0.3202)
C (4.3757, 2.6482, -2.5551)
C (-0.5679, 2.6316, 1.4922)
C (3.5636, 2.0349, 1.9243)
C (2.0734, -2.0800, 1.0653)
H (-4.4966, 2.7180, 3.0313)
H (0.5268, -0.4191, -3.0502)
H (5.5987, 0.4334, 0.7364)
C (0.6647, 2.5219, -2.9814)
H (-4.7577, 1.1046, 2.3990)
H (3.3301, 0.8134, -0.8541)
C (-0.1194, -2.4765, -3.0439)
H (2.8548, 2.4176, 2.6576)
H (-4.6003, 2.4913, 1.2971)

Atoms 1-6, force components in eV/Å:
-0.1 0.1 -0.6
0.0 0.0 0.0
-0.2 0.4 -0.2
1.7 -0.5 0.8
-0.1 -0.1 0.0
0.0 -0.1 0.0

Kohn-Sham gap = 4.70 eV
Net charge = +3
Relative energy (zero: lowest compared OMol25 entry of this formula, charge and spin) = 0.191 eV

Löwdin population analysis, charges in e, atoms 1 to 2: 0.030 0.101

=====

Listing total energy for the structures above in their given order: -239365.36351, -301536.12396, -372941.82097, -103435.05432 eV.
Listing strongest force on any atom for the structures above in their given order: 0.35, 4.46, 1.24, 1.98 eV/Å.